Formula: C32H39FIO13
Source: the OMol25 dataset
Level of theory: ωB97M-V with the def2-TZVPD basis set

Kohn-Sham gap = 0.9 eV
Total charge = -1

Positions of all 86 atoms, in Å:
1 C 3.290197 0.036851 -2.764743
2 O 3.258460 -0.923702 -1.708613
3 C 3.470770 -2.257833 -2.143955
4 C 2.156157 -3.118146 -2.077707
5 C 2.165827 -4.295825 -3.088305
6 C 1.700796 -3.930283 -4.551066
7 C 1.344250 -2.430064 -4.773021
8 C -0.132835 -2.067046 -4.347985
9 C -1.107070 -2.147812 -5.581907
10 C -2.344623 -1.212321 -5.294009
11 C -3.692170 -2.011000 -5.108859
12 C -4.678739 -1.083219 -4.300830
13 F -5.804377 -0.873207 -5.217156
14 C -5.168484 -1.840769 -3.010643
15 C -6.719261 -1.974739 -2.885915
16 C -7.042613 -3.222186 -1.954608
17 I -8.262328 -4.658265 -3.097456
18 H 3.889290 0.895299 -2.391380
19 H 2.265766 0.404829 -2.959170
20 H 3.763178 -0.322209 -3.694421
21 H 4.175938 -2.713437 -1.415254
22 H 3.953147 -2.350899 -3.134060
23 H 2.169551 -3.571216 -1.063183
24 H 1.246928 -2.496947 -2.109356
25 H 3.183301 -4.731213 -3.167743
26 H 1.505100 -5.110194 -2.731982
27 H 2.528215 -4.181478 -5.244974
28 H 0.806177 -4.526537 -4.804817
29 H 2.083477 -1.730803 -4.345790
30 H 1.374906 -2.260237 -5.870424
31 H -0.484238 -2.689240 -3.507510
32 H -0.097444 -0.990914 -4.086757
33 H -1.404549 -3.187397 -5.798526
34 H -0.565796 -1.708880 -6.445580
35 H -2.533714 -0.494963 -6.113926
36 H -2.187923 -0.665088 -4.351572
37 H -4.116493 -2.206502 -6.119176
38 H -3.514842 -2.996383 -4.614552
39 H -4.657052 -2.833341 -2.919845
40 H -4.829235 -1.242171 -2.139113
41 H -7.228304 -2.169681 -3.838969
42 H -7.141327 -1.047745 -2.454864
43 H -6.130055 -3.777756 -1.706343
44 H -7.617546 -2.931265 -1.058755
45 C 5.163252 3.908933 0.034948
46 C 5.016423 4.368503 1.278452
47 C 4.696724 3.459704 2.417790
48 O 4.590007 3.930597 3.536533
49 C 4.519376 2.039156 2.132789
50 C 4.660534 1.573585 0.887759
51 C 5.008616 2.481778 -0.250672
52 O 5.153068 2.028851 -1.372240
53 O 4.491988 0.271451 0.614627
54 O 5.150056 5.674306 1.570902
55 H 5.397622 4.559367 -0.796235
56 H 4.269020 1.394738 2.960961
57 H 4.629408 0.166211 -0.344376
58 H 4.998464 5.739377 2.529211
59 C -0.020022 0.852469 2.842935
60 C -1.297742 0.947411 2.467030
61 C -1.937779 2.271252 2.225924
62 O -3.097456 2.321322 1.867912
63 C -1.128046 3.474545 2.438916
64 C 0.147235 3.378139 2.818368
65 C 0.792953 2.054894 3.034379
66 O 1.965273 2.006432 3.362971
67 O 0.903617 4.475547 3.022177
68 O -2.056640 -0.145304 2.289707
69 H 0.458437 -0.101104 3.018614
70 H -1.609465 4.428700 2.276528
71 H 1.779353 4.141403 3.285979
72 H -2.929931 0.186421 2.016264
73 C 0.245352 2.342114 6.899418
74 C 0.414799 2.167465 8.212039
75 C -0.718297 1.782648 9.104328
76 O -0.509296 1.617375 10.290444
77 C -2.042462 1.624979 8.504140
78 C -2.213237 1.802724 7.191969
79 C -1.074299 2.161435 6.297006
80 O -1.275134 2.295493 5.104577
81 O -3.417127 1.667266 6.612489
82 O 1.612491 2.327493 8.797605
83 H 1.060007 2.618452 6.242860
84 H -2.858861 1.362927 9.162299
85 H -3.273514 1.844183 5.666686
86 H 1.464823 2.142698 9.740803

Cartesian forces (eV/Å) of the 3 atoms listed first:
-0.1371 1.1645 0.3964
0.6974 -0.1514 -0.9290
-0.5422 -1.1577 0.7349


Formula: C32H39N3RuSb
Source: the OMol25 dataset
Level of theory: ωB97M-V with the def2-TZVPD basis set

Expectation value of S² = 6.033
Multiplicity = 5
Kohn-Sham gap (alpha / beta) = 6.6 / 7.8 eV
Total charge = +1

Positions of all 76 atoms, in Å:
1 Ru -0.036400 -0.191000 -0.312100
2 C 0.628500 -3.376200 -0.528300
3 C -0.841200 -3.105400 -0.632700
4 C -1.726800 -4.100700 -1.017100
5 C -3.085300 -3.836600 -1.058500
6 C -3.523100 -2.588300 -0.645500
7 C -2.597900 -1.629700 -0.273000
8 N -1.285100 -1.882400 -0.298000
9 Sb -3.566400 0.106000 0.725000
10 C -1.978400 0.280100 2.202300
11 C -2.352200 0.524000 3.513600
12 C -1.385300 0.484200 4.504900
13 C -0.089500 0.142600 4.148900
14 C 0.205800 -0.099000 2.816000
15 C 1.550200 -0.551800 2.355400
16 N -0.721700 0.013500 1.855800
17 C -2.774500 1.841000 -0.331600
18 C -3.615500 2.847000 -0.774600
19 C -3.041600 3.984300 -1.326200
20 C -1.663400 4.060100 -1.418300
21 C -0.893700 3.000800 -0.947200
22 C 0.594800 3.007700 -1.015700
23 N -1.455000 1.923100 -0.401100
24 H 1.007700 -3.812100 -1.449100
25 H 1.172700 -2.446700 -0.321000
26 H 0.820100 -4.083500 0.277200
27 H -1.349400 -5.079600 -1.260800
28 H -3.788300 -4.593700 -1.370400
29 H -4.578700 -2.359300 -0.599600
30 H -3.384000 0.751400 3.748200
31 H -1.643300 0.687500 5.532800
32 H 0.687600 0.064200 4.892400
33 H 2.270200 -0.552800 3.166300
34 H 1.462000 -1.567300 1.953000
35 H 1.915600 0.109200 1.558100
36 H -4.689400 2.737100 -0.694100
37 H -3.663000 4.798500 -1.670700
38 H -1.192600 4.927400 -1.854800
39 H 1.006300 3.881200 -0.515300
40 H 0.967700 2.083000 -0.536400
41 H 0.925100 3.016900 -2.053000
42 C 2.017200 0.365400 -4.060500
43 C 0.844700 -0.451200 -3.475300
44 C 0.987700 -1.910900 -3.978900
45 C 1.042500 -0.410000 -1.994200
46 C -0.501300 0.065600 -3.957700
47 C -0.742500 0.330400 -5.303500
48 C -1.986700 0.758900 -5.732200
49 C -3.010200 0.958900 -4.821200
50 C -2.798800 0.656100 -3.487900
51 C -1.560500 0.203600 -3.072900
52 H 2.957800 -0.015900 -3.668900
53 H 1.930500 1.414900 -3.789200
54 H 2.053200 0.276600 -5.140900
55 H 1.956000 -2.312900 -3.683100
56 H 0.917600 -1.934700 -5.064800
57 H 0.192700 -2.533500 -3.567500
58 H 2.024500 -0.869500 -1.770300
59 H 0.042600 0.186300 -6.030000
60 H -2.162300 0.930400 -6.784400
61 H -3.966700 1.337400 -5.146700
62 H -3.602500 0.768400 -2.771600
63 H -1.399400 -0.070000 -2.025500
64 C 5.893500 -0.843900 -1.365100
65 C 5.039400 0.370700 -1.004000
66 C 5.880400 1.385100 -0.190800
67 C 3.842700 -0.038900 -0.250300
68 H 6.820200 -0.540700 -1.845300
69 H 5.347500 -1.504200 -2.036500
70 H 6.142000 -1.402800 -0.464900
71 H 4.729500 0.895300 -1.918600
72 H 6.303900 0.905000 0.686600
73 H 5.269900 2.228500 0.128000
74 H 6.694600 1.755600 -0.810500
75 H 3.874500 -0.918800 0.363900
76 H 3.015300 0.646400 -0.142500

Cartesian forces (eV/Å) of the 3 atoms listed first:
0.5140 0.1967 -0.8728
-0.0218 0.2218 0.0022
0.1048 0.0068 0.1478


Going through the records in order, we get M values of 777.6 688.5 g mol⁻¹.
Going through the records in order, we get max |F| values of 0.03457 0.02609 hartree/bohr.